An isolated molecule of C3H4N2S2, computed with ωB97M-V with the def2-TZVPD basis set.

XYZ file:
```
11
Properties=species:S:1:pos:R:3:forces:R:3:mulliken_charge:R:1
S 3.15317 -0.53349 -0.03633 0.1 0.0 -0.3 -0.33
C 1.52236 -0.48847 -0.11235 -0.7 -3.0 1.3 0.31
N 0.76477 0.56511 -0.21274 -2.5 1.8 0.1 -0.31
C -0.64907 0.84405 0.25728 1.6 -3.6 -0.2 -0.40
C -1.45300 -0.41957 -0.09591 1.5 -2.7 -0.3 -0.02
N -1.08303 -1.67623 -0.25329 1.1 3.0 1.1 -0.42
S 0.59436 -2.05971 0.12979 -0.2 1.1 -0.6 0.00
H 1.30041 1.37630 -0.28933 1.0 1.6 -0.3 0.21
H -0.62760 1.09527 1.31629 -0.2 -0.2 0.2 0.26
H -1.07832 1.64043 -0.27554 -0.2 1.1 -0.9 0.30
H -2.44408 -0.34369 -0.42787 -1.5 0.8 -0.1 0.40
```
Positions in Å, forces in eV/Å.

Computed properties:
E_HOMO, Eh: -0.318
ΔE to the lowest compared entry with this formula, charge and spin, eV: 1.6612
Orbital gap, eV: 8.920
SMILES: S=C1NCC=NS1